336
Properties=species:S:1:pos:R:3:forces:R:3:mulliken_charge:R:1 method="wB97M-V/def2-TZVPD" relative_energy_ev=0.000 lumo_energy_ev=-0.005 fmax_ev_per_a=4.12 mol_weight_g_mol=2213.7 total_energy_ha=-10912.1618 gap_ev=7.74
O 0.8193 -0.5504 6.6533 -0.8 0.1 0.0 -0.952
P 1.5924 -0.6883 5.4071 0.3 1.4 1.0 -0.174
N 3.2119 -0.8031 5.7102 0.7 1.4 -1.7 0.579
C 3.7101 -1.9487 6.4065 0.3 -0.7 -0.3 -1.164
C 4.1375 0.3520 5.9067 -2.3 0.7 0.0 -0.630
N 1.2586 0.5444 4.3331 0.0 1.3 0.4 1.759
C 1.9504 0.7447 3.0902 -0.2 -0.8 -0.8 0.867
C 0.8670 1.9138 4.6977 -1.5 -1.2 1.9 -0.365
N 1.2634 -2.0614 4.6182 0.7 -1.5 -0.3 0.281
C 2.0032 -2.5561 3.4754 0.9 0.6 -0.7 -0.445
C -0.0651 -2.6033 4.6554 0.0 -1.1 0.1 -0.577
H 4.7861 -1.8449 6.2175 0.0 -1.0 0.4 0.458
H 3.2955 -2.9421 6.0582 0.5 1.3 0.3 0.264
H 3.5146 -1.7780 7.4544 0.1 -0.5 0.7 0.301
H 3.9380 1.1897 5.2088 -0.1 -0.6 0.2 -0.391
H 5.1353 0.0330 5.7081 0.7 -0.2 0.1 0.499
H 4.0235 0.7657 6.9336 0.3 -0.4 -0.3 0.318
H 2.3004 -0.2033 2.7284 0.2 -0.4 -0.6 -0.639
H 1.2529 1.2031 2.3576 0.4 -0.2 0.2 0.329
H 2.8135 1.3757 3.2249 0.4 0.4 -0.1 -0.430
H 0.1131 2.2239 3.9544 0.3 0.3 0.3 -0.002
H 0.4015 1.9017 5.7287 0.5 0.2 -1.1 0.483
H 1.7279 2.5664 4.6566 0.2 0.4 0.1 -0.894
H 3.0044 -2.1036 3.4339 -0.3 -0.3 0.2 -0.228
H 2.1393 -3.6320 3.4818 0.0 -0.3 0.4 0.724
H 1.5780 -2.3302 2.4692 -0.4 0.1 0.6 -0.295
H -0.4349 -2.2945 3.7115 -1.7 0.5 -0.8 -0.286
H -0.6808 -2.3559 5.5365 0.5 0.2 -0.5 0.438
H -0.0105 -3.7028 4.5386 0.1 0.2 0.5 0.380
O -5.7557 0.5295 7.3351 -0.5 -0.1 1.3 -0.913
P -5.3516 0.8387 5.9725 0.2 -1.3 -2.2 0.163
N -5.0509 2.4149 5.7183 0.5 1.7 -0.9 0.732
C -4.2888 2.9753 4.5665 0.4 -0.3 1.0 -0.762
C -5.5178 3.4656 6.6435 -1.1 -0.6 -1.3 -1.146
N -6.5290 0.3010 4.8380 0.9 0.4 1.7 0.630
C -6.4792 0.9132 3.5294 -0.9 -1.3 -0.6 0.028
C -7.8764 0.2139 5.3829 -0.4 -0.4 0.3 -1.206
N -3.9485 0.0685 5.3900 -0.5 -0.2 -0.6 0.891
C -3.9098 -1.3944 5.2733 0.3 -0.3 0.2 -0.629
C -2.6540 0.4965 5.8608 1.6 0.6 0.0 -1.241
H -3.6796 2.1936 4.1193 0.1 0.0 0.1 -0.358
H -3.6192 3.7991 4.9077 -0.4 -0.6 -0.1 0.352
H -4.9103 3.3524 3.7735 -0.6 0.3 -0.2 0.513
H -6.1524 4.2312 6.1073 0.5 -0.8 0.4 0.245
H -4.6147 3.9250 6.9413 0.7 1.0 1.0 0.389
H -6.0883 3.0206 7.4642 0.3 0.2 -0.1 0.332
H -6.8508 0.1844 2.7827 -0.3 0.3 0.2 0.545
H -7.1492 1.7824 3.4767 0.6 0.2 -0.3 0.241
H -5.4544 1.0241 3.2174 0.3 0.8 0.0 -1.047
H -8.5011 1.1213 5.2608 0.5 -0.1 0.0 0.335
H -8.3594 -0.5876 4.8484 -0.6 -0.3 -0.3 0.344
H -7.8932 -0.0812 6.4460 0.3 0.3 -0.5 0.351
H -3.3220 -1.7510 6.1684 -0.8 -0.3 -0.9 0.238
H -4.8885 -1.8768 5.1517 0.1 0.4 0.6 0.505
H -3.3869 -1.7253 4.3549 0.3 0.5 0.3 -0.443
H -2.4454 0.1228 6.8674 0.1 -0.2 0.0 0.545
H -2.5545 1.5785 5.9167 -0.3 0.1 0.0 0.378
H -1.7723 0.1862 5.2086 -1.3 0.0 0.5 0.031
O -7.8960 2.5415 1.0103 -0.1 -0.1 1.2 -1.185
P -7.2116 2.9078 -0.2288 0.3 0.5 -0.3 0.550
N -8.1627 3.9417 -1.0848 -1.2 -0.6 0.2 0.425
C -7.6796 4.5851 -2.2773 -0.3 1.2 0.8 -0.836
C -9.5507 4.1354 -0.6315 0.1 -0.4 0.4 -1.063
N -6.8842 1.6727 -1.2441 1.2 -2.1 -0.3 0.815
C -6.0439 0.5675 -0.6702 -1.2 0.4 -0.9 -1.020
C -7.7323 1.1494 -2.3095 0.1 0.4 0.2 -0.756
N -5.6867 3.5851 0.0310 -1.0 -0.1 -0.4 1.066
C -4.6496 3.6155 -0.9956 -0.5 1.3 -0.4 0.016
C -5.6472 4.7272 0.9550 0.1 -0.8 0.2 -0.692
H -8.3530 4.5416 -3.1245 -0.2 -0.5 -0.3 0.372
H -6.7028 4.1984 -2.5065 0.3 -0.1 -0.5 -0.038
H -7.5901 5.6491 -2.0385 0.3 0.3 -0.3 0.210
H -9.6852 5.1478 -0.2594 -0.1 0.3 -0.1 0.357
H -9.7433 3.4512 0.2179 0.2 0.4 -0.5 0.234
H -10.3303 3.9192 -1.3812 0.5 0.1 -0.2 0.253
H -5.8028 -0.0975 -1.5031 0.1 0.0 0.0 0.125
H -5.1093 0.9562 -0.2959 0.0 0.0 0.5 0.374
H -6.6323 -0.0187 0.0607 0.4 0.4 0.0 0.310
H -7.1057 0.6665 -3.0475 0.3 -0.2 -0.2 0.044
H -8.4789 0.4094 -2.0044 0.0 0.1 0.4 0.201
H -8.2184 1.9617 -2.8105 -0.5 0.4 -0.2 0.312
H -3.6791 3.7171 -0.5266 0.3 -0.3 0.2 -0.215
H -4.7320 2.7248 -1.6049 0.2 0.1 0.1 0.057
H -4.6974 4.5049 -1.7083 -0.3 -0.8 0.7 0.067
H -5.7288 5.6577 0.3875 0.1 0.3 0.0 0.304
H -4.6439 4.6144 1.3969 -0.4 0.7 0.4 -0.304
H -6.4774 4.6933 1.7129 1.0 -0.2 -0.7 0.442
O 6.0368 5.0398 -0.7228 0.8 0.8 0.3 -0.876
P 5.2561 4.0690 -1.4842 -0.8 -1.2 0.2 -0.168
N 5.6201 4.0337 -3.1070 0.9 -0.2 0.8 0.534
C 5.7055 5.2433 -3.8698 -0.3 1.1 -0.7 -1.128
C 5.5978 2.8563 -3.9289 -0.9 0.4 -0.8 -0.706
N 3.6409 4.3599 -1.2711 -0.9 0.9 -1.0 1.381
C 3.2642 5.7021 -0.8463 -1.9 0.6 -0.6 -0.925
C 2.7035 3.8487 -2.2930 0.7 1.3 -1.0 -0.470
N 5.2952 2.4862 -1.0082 0.5 0.3 -0.1 1.209
C 4.3400 1.6529 -0.3225 -1.6 1.3 0.6 0.982
C 6.5454 1.8021 -1.0589 0.6 -0.4 -1.9 -0.870
H 4.8815 5.2444 -4.6035 0.1 0.1 0.0 0.364
H 6.6230 5.4330 -4.4799 -0.3 -0.6 0.7 0.320
H 5.5628 6.1261 -3.2455 0.1 -0.1 0.1 0.301
H 5.2803 1.9592 -3.4024 0.3 0.0 0.0 -0.052
H 6.5400 2.7342 -4.4645 0.1 -0.3 0.1 0.258
H 4.8326 3.1009 -4.6875 0.1 -0.6 -0.2 0.355
H 3.9349 6.1700 -0.1169 -0.1 -0.4 -0.3 0.178
H 3.0220 6.4479 -1.7019 0.8 -1.1 0.9 0.208
H 2.2626 5.5293 -0.4085 0.3 0.5 0.2 -0.106
H 2.9886 2.8510 -2.6329 0.1 0.1 -0.1 -0.223
H 1.6958 3.8242 -1.9452 -0.8 -0.3 0.9 0.093
H 2.5914 4.5807 -3.1764 0.7 -1.0 0.8 0.178
H 3.5100 2.2811 0.0141 0.3 0.0 0.1 -1.275
H 3.8025 0.9644 -0.9671 0.7 -0.6 -0.4 -0.618
H 4.7415 1.1487 0.5762 0.1 0.3 -0.5 0.350
H 6.3295 0.8571 -1.5763 0.6 -0.2 0.2 0.190
H 6.9066 1.6460 -0.0807 0.6 -0.5 1.2 -0.143
H 7.3374 2.3251 -1.6182 -0.4 0.0 0.1 0.496
O 5.2946 -3.9390 2.8355 -0.7 -1.5 1.5 -0.911
P 5.9641 -3.1807 1.8001 -0.6 0.7 -0.7 -0.146
N 6.6468 -1.8277 2.4030 -1.1 1.2 0.9 0.577
C 5.6835 -0.9524 3.1646 1.9 -0.5 0.9 -0.990
C 7.6993 -1.0643 1.8164 0.9 1.1 0.1 -0.868
N 4.8130 -2.7069 0.7015 0.3 -3.1 1.8 2.022
C 4.9215 -1.5662 -0.0084 -1.2 3.6 -1.6 0.206
C 3.5760 -3.3898 0.4657 -0.4 -1.3 -0.5 -0.882
N 7.1676 -3.8951 0.9473 1.5 -0.3 0.0 0.368
C 6.8762 -4.4499 -0.3695 0.4 -1.4 0.2 -0.687
C 8.2713 -4.5126 1.7449 -0.6 0.1 0.1 -1.131
H 6.2615 -0.4199 3.9472 -0.2 -0.2 -0.5 0.528
H 4.9924 -1.5659 3.7086 -0.5 -0.3 0.0 -0.187
H 5.2194 -0.1821 2.5721 -0.3 0.1 -0.5 0.427
H 7.5087 -0.0109 2.0695 0.1 -0.1 -0.3 0.097
H 7.7646 -1.1393 0.7397 0.0 -0.1 -0.4 0.349
H 8.7005 -1.2543 2.2220 -0.1 -0.4 0.1 0.353
H 5.7722 -0.9638 0.2901 0.1 0.0 -0.3 -0.088
H 4.8593 -1.6813 -1.1014 0.4 0.0 0.0 -0.772
H 4.0048 -0.9707 0.2211 0.6 0.2 -0.2 -0.468
H 3.5617 -3.8225 -0.5542 -0.2 0.2 0.3 0.353
H 3.3272 -4.1912 1.1538 0.7 -0.2 0.3 0.417
H 2.7195 -2.7421 0.5826 -0.2 0.8 -0.2 -0.523
H 6.9217 -3.7537 -1.2111 0.2 0.2 0.2 0.073
H 7.6623 -5.2441 -0.5140 -1.0 0.6 -0.3 0.507
H 5.8603 -4.8983 -0.3724 0.6 0.0 -0.2 0.117
H 9.2373 -3.9982 1.7601 -0.3 0.5 -0.3 0.269
H 8.5051 -5.5287 1.4324 -0.3 -0.1 -0.3 0.465
H 7.9199 -4.6002 2.7719 0.1 0.1 0.1 0.364
O 4.8699 2.2520 3.3409 0.6 1.2 0.5 -0.255
P 5.0046 3.7320 3.6097 -2.3 -1.7 0.1 -0.131
N 6.2155 4.3474 2.7103 -0.4 -1.5 1.0 0.771
C 6.3036 5.7424 2.6012 0.3 1.9 -1.3 -1.076
C 7.2219 3.4909 2.1294 0.9 -0.4 -1.0 -0.629
N 5.0980 4.2593 5.1947 2.3 0.3 1.5 0.028
C 6.4732 4.3126 5.9033 -1.2 0.6 -2.2 -1.153
C 4.0441 4.1534 6.2205 -0.3 0.2 -0.6 -0.994
N 3.5981 4.4955 3.1514 1.1 -1.2 0.0 1.190
C 2.7518 3.8913 2.1535 -0.1 -0.2 -0.6 0.842
C 3.0095 5.6512 3.6999 -0.2 0.7 1.6 -1.398
H 6.9988 5.9478 1.8125 0.8 0.2 -0.4 0.565
H 6.6460 6.2660 3.4781 0.2 0.1 0.7 0.245
H 5.4293 6.2906 2.2040 -0.3 -0.7 0.5 0.075
H 6.9151 2.4359 1.9532 -0.4 1.0 0.3 -0.348
H 8.1647 3.4262 2.6830 -0.1 0.2 0.4 0.354
H 7.4956 3.9220 1.1575 -0.2 -0.1 0.0 0.411
H 6.7013 3.3211 6.2534 0.4 -0.3 0.3 0.286
H 7.2268 4.6616 5.1540 -0.5 -0.4 0.7 0.328
H 6.4115 5.0258 6.7285 0.0 -0.1 -0.2 0.403
H 3.4502 5.0676 6.2848 0.3 0.1 0.2 0.301
H 3.3349 3.3768 6.0488 -0.6 -0.8 -0.7 0.144
H 4.4218 3.8758 7.1996 0.5 0.3 0.0 0.455
H 3.2513 3.0388 1.6377 -0.6 0.7 0.8 -0.428
H 1.7468 3.6222 2.5642 0.7 0.0 -0.3 -0.601
H 2.6290 4.7001 1.4413 -0.5 -0.2 -0.6 -0.229
H 2.6073 6.3154 2.9377 -0.2 0.0 -0.2 0.205
H 3.7005 6.2579 4.2942 0.1 -0.2 -0.1 0.419
H 2.2314 5.3100 4.3983 -0.4 0.6 -0.2 0.261
O 3.1055 -5.3540 -2.5534 0.8 -0.2 -0.3 -0.803
P 1.9525 -6.2554 -2.7261 -0.3 -0.8 0.6 0.224
N 0.6078 -5.5000 -3.3904 0.7 -0.6 -1.3 0.473
C 0.8222 -4.9193 -4.7442 1.9 0.0 0.7 0.633
C -0.0171 -4.4740 -2.6145 -0.6 0.0 2.0 0.596
N 1.4283 -6.7805 -1.2060 0.6 1.0 -1.2 1.035
C 2.4599 -7.2986 -0.3040 -1.1 0.5 1.0 -0.937
C 0.1368 -7.3910 -1.0089 0.5 0.6 0.0 -1.659
N 2.2967 -7.5976 -3.6966 -0.1 1.3 0.5 0.590
C 3.6030 -8.0753 -4.1019 -0.8 0.8 -0.8 -1.042
C 1.3182 -8.5975 -4.0490 0.0 0.5 0.7 -1.243
H -0.1569 -4.6591 -5.0428 -0.8 0.7 -0.7 -0.713
H 1.2006 -5.6571 -5.4688 0.1 0.3 0.4 0.427
H 1.5288 -3.9931 -4.6893 -1.2 -1.5 -0.3 -0.137
H -0.7985 -3.9854 -3.1637 -0.6 -0.1 -0.4 -0.446
H 0.6445 -3.6555 -2.3268 0.5 0.0 0.2 0.159
H -0.4705 -4.9160 -1.7039 0.2 0.5 -0.5 -0.743
H 3.4749 -6.9105 -0.5456 -0.9 -0.3 0.4 0.185
H 2.0804 -7.0438 0.7401 1.1 0.0 -1.0 0.229
H 2.3785 -8.3852 -0.3259 0.6 -0.3 -0.1 0.261
H -0.4976 -7.0983 -1.8211 -0.7 0.3 -0.2 0.478
H 0.2539 -8.4487 -1.0773 -0.2 -1.2 0.3 0.253
H -0.2610 -7.0726 -0.0414 -0.2 -0.2 -0.1 0.380
H 3.8366 -8.8990 -3.4634 0.8 -0.6 0.2 0.264
H 3.4707 -8.3985 -5.1368 0.2 -0.5 0.0 0.361
H 4.3505 -7.3093 -4.1717 0.4 0.4 0.6 0.181
H 1.6258 -9.5761 -3.6996 0.2 -0.4 0.0 0.385
H 1.2301 -8.5922 -5.1199 -0.5 -0.3 -0.6 0.384
H 0.3940 -8.3821 -3.5481 -0.7 0.1 -0.2 0.270
O -3.0897 -4.4510 -0.6784 0.2 -0.2 -1.2 -0.614
P -3.6435 -4.5419 0.6771 0.2 0.3 0.8 -0.611
N -2.4073 -4.7513 1.7471 0.3 -0.8 0.2 1.060
C -1.0140 -4.5370 1.3866 -0.4 -0.2 -1.0 0.184
C -2.6299 -4.5522 3.1526 0.6 -0.6 0.8 -0.412
N -4.6379 -5.8224 1.0614 -0.4 -0.6 0.1 0.239
C -4.1027 -7.1249 1.5143 0.1 0.8 0.2 -1.012
C -5.8450 -5.9922 0.2692 -0.9 0.2 0.0 -1.124
N -4.4989 -3.1658 1.0374 1.4 -0.5 -1.4 0.811
C -5.4916 -3.0596 2.0282 -0.9 -0.1 0.5 -0.978
C -4.2650 -1.9117 0.2933 0.5 -1.0 1.2 0.567
H -0.3775 -5.3118 1.8420 -0.1 0.4 0.1 0.380
H -0.7537 -3.5240 1.6930 0.6 0.0 0.1 -0.177
H -0.9080 -4.6280 0.2901 -0.1 0.2 0.6 -0.489
H -3.5736 -4.9587 3.5212 0.1 0.1 -0.1 0.441
H -2.5329 -3.5254 3.4095 -0.5 1.3 0.2 -0.446
H -1.7883 -4.9596 3.7452 -0.5 -0.5 -0.4 0.379
H -4.9359 -7.8236 1.5761 0.1 -0.1 -0.4 0.451
H -3.3196 -7.4260 0.8238 0.0 -0.6 0.0 0.266
H -3.6977 -7.0927 2.5259 0.2 0.3 -0.1 0.261
H -6.7290 -6.2518 0.8834 0.5 0.2 0.0 0.341
H -6.0565 -5.0570 -0.2234 -0.3 0.4 -0.2 0.369
H -5.8302 -6.7488 -0.5329 0.6 0.0 0.3 0.371
H -6.3484 -2.6549 1.5150 -1.0 0.2 0.1 0.442
H -5.7248 -4.0639 2.3794 -0.2 0.2 0.4 0.418
H -5.2790 -2.3666 2.8561 0.3 -0.2 -0.1 -0.203
H -3.4546 -2.0012 -0.4282 -0.1 0.0 0.1 -1.215
H -4.0626 -1.1849 1.0682 0.5 0.6 0.0 -0.098
H -5.1733 -1.5869 -0.1511 -0.8 0.0 -0.7 0.728
O 0.0419 2.5488 0.2197 0.8 0.7 0.3 -0.496
P -0.8405 1.4284 -0.1574 -0.3 1.5 0.5 -1.518
N 0.0463 0.1602 -0.6605 0.5 -0.5 -0.1 1.374
C 1.5188 0.2871 -0.7941 -1.3 -0.7 0.6 0.135
C -0.5245 -1.1560 -0.8497 2.2 -1.0 -0.7 1.012
N -1.8690 2.0195 -1.3332 -0.3 -1.5 -1.2 0.860
C -2.6817 1.0117 -2.0946 -0.5 0.3 1.7 0.589
C -1.5048 3.1003 -2.2767 -0.4 0.8 1.9 0.131
N -1.8422 0.8324 1.0218 -0.1 -0.3 0.3 1.584
C -3.0421 1.5342 1.4057 -1.3 0.3 -0.6 1.368
C -1.3595 0.1642 2.2367 0.8 0.5 -0.4 0.785
H 1.8341 0.2073 -1.8332 0.1 -0.1 -0.2 -0.357
H 1.9898 -0.5335 -0.2017 -0.1 0.7 -0.4 0.158
H 1.7507 1.2692 -0.4055 0.3 0.0 0.1 -0.211
H -1.5812 -1.1811 -0.8920 -1.0 0.2 0.4 -0.369
H -0.1175 -1.8734 -0.0672 -0.6 0.6 -0.9 -0.396
H -0.2162 -1.5001 -1.8766 -0.1 -0.1 1.0 -0.627
H -2.0952 0.4265 -2.8143 -0.3 0.1 0.2 -0.405
H -3.2626 0.3385 -1.4044 0.9 0.4 -0.5 -0.813
H -3.4381 1.6438 -2.5300 -0.2 -0.4 -0.9 0.407
H -0.7471 2.8857 -3.0145 0.0 -0.5 -0.5 -0.281
H -2.4540 3.4526 -2.6831 0.3 -0.2 -0.5 0.150
H -1.1153 3.9625 -1.7310 0.1 -0.1 0.3 -0.297
H -3.5002 1.9734 0.5067 0.2 0.1 0.6 -0.241
H -3.7866 0.8150 1.8039 0.4 0.2 -0.1 -0.771
H -2.8866 2.2848 2.1947 0.1 0.0 -0.5 -1.044
H -2.1687 -0.4835 2.5313 -0.3 -0.2 0.6 0.008
H -1.0854 0.8989 3.0464 -0.4 -0.8 -0.7 -1.088
H -0.5119 -0.4776 2.0334 0.4 0.0 -0.1 0.064
C -3.1443 -3.9921 -5.6788 1.0 -0.1 -0.4 0.217
C -3.7048 -4.8286 -4.5070 0.2 0.2 0.6 -0.311
C -4.5113 -3.9782 -3.4926 0.4 -0.9 -0.5 -0.268
S -3.9012 -2.3683 -3.7695 -0.1 0.8 -0.6 1.451
O -2.5941 -2.3272 -3.1085 -0.9 0.9 -0.6 -0.291
O -4.9668 -1.3676 -3.5901 1.4 -0.6 0.5 -0.973
C -3.6466 -2.5406 -5.5729 0.8 -0.7 0.3 -0.474
H -3.3851 -4.4828 -6.6407 0.1 0.6 0.4 0.577
H -2.0381 -4.0053 -5.5664 -0.7 0.1 -0.4 -0.835
H -2.8232 -5.0849 -3.9276 0.0 -0.6 0.1 -0.232
H -4.2093 -5.7526 -4.7952 -0.1 0.3 0.0 0.572
H -4.2142 -4.3784 -2.5194 -0.4 0.7 0.3 -0.229
H -5.5677 -3.8620 -3.6371 -0.6 -0.5 -0.1 0.570
H -2.9658 -1.7500 -5.9588 -0.3 -0.7 0.4 -0.379
H -4.5780 -2.5357 -6.1052 -0.8 0.6 0.2 0.562
C -2.2409 7.2339 0.2768 0.8 -0.4 -0.6 -0.077
C -0.7464 6.9882 0.3457 1.7 1.1 -0.6 -0.903
C -0.4382 5.7373 1.1704 -0.4 1.1 -0.1 1.217
S -1.7166 5.8209 2.4008 -0.3 -0.7 1.4 1.245
O -1.1979 6.2367 3.6990 -0.3 0.1 -1.1 -0.850
O -2.3948 4.5460 2.3425 -0.6 0.2 0.0 -0.440
C -2.7379 7.1992 1.6946 -0.8 -0.6 0.3 -0.948
H -2.7137 6.3766 -0.1386 -0.5 -0.8 -1.0 -0.238
H -2.3876 8.0588 -0.4123 -0.6 0.5 0.5 0.505
H -0.4048 7.9296 0.8478 0.4 -0.9 -0.1 0.423
H -0.1762 6.9654 -0.6190 -0.9 0.0 0.6 0.428
H 0.4345 5.8584 1.7669 1.0 0.0 0.2 -0.649
H -0.4037 4.7793 0.6366 -0.4 0.1 0.2 -0.621
H -2.6343 8.0296 2.3703 0.5 0.6 0.0 0.476
H -3.8082 6.9426 1.6943 0.4 -0.3 0.3 0.286
C 4.4222 -3.2825 -6.0146 2.2 -1.0 0.1 -0.588
C 5.1623 -3.8259 -4.7176 -1.2 0.1 0.3 -0.454
C 4.5939 -2.9770 -3.5726 1.0 0.2 -0.2 1.679
S 4.8096 -1.3335 -4.2924 -1.1 0.5 0.4 1.087
O 6.1481 -0.8424 -4.0952 0.6 -0.6 -0.5 -0.840
O 3.7968 -0.4359 -3.7869 -1.0 0.4 0.1 -0.268
C 4.4120 -1.7427 -6.0475 -0.1 -0.6 1.2 -0.037
H 3.4574 -3.7203 -6.0072 -1.2 0.1 0.0 0.137
H 4.9364 -3.7467 -6.8656 -0.1 0.4 -0.1 0.540
H 6.2394 -3.7383 -4.7773 0.2 0.1 -0.1 0.430
H 4.8993 -4.8595 -4.4501 0.1 0.2 -0.6 -0.135
H 5.1920 -2.9743 -2.6356 -0.4 -0.1 -0.7 -1.357
H 3.5557 -3.2789 -3.3406 0.4 0.6 -0.2 -0.346
H 5.1569 -1.2510 -6.6755 -0.1 -0.2 0.1 0.515
H 3.3825 -1.3895 -6.2280 0.8 0.0 0.1 -0.487
C 0.1353 0.6816 -4.2610 -0.4 -0.8 -1.0 2.229
C 1.0462 1.4316 -5.2739 -0.7 -1.6 -0.2 -1.111
C 1.0821 0.6763 -6.6601 -1.9 0.4 1.0 -1.083
S 0.4311 -1.0432 -6.2609 0.9 0.1 -1.6 1.008
O 1.4576 -2.0416 -6.6082 -1.4 0.9 0.2 -0.722
O -0.9198 -1.2013 -6.8233 1.4 0.2 0.9 -0.732
C 0.4127 -0.8249 -4.5089 -0.5 0.7 0.9 1.444
H -0.9229 0.8921 -4.4643 0.2 0.0 0.2 -1.046
H 0.3437 0.9000 -3.2042 0.0 0.2 -0.4 -0.470
H 2.0116 1.1886 -4.9015 1.2 1.2 0.6 0.096
H 0.6844 2.4624 -5.3548 0.9 -0.1 -0.1 0.625
H 2.0525 0.6222 -7.1344 0.2 -0.2 0.2 0.485
H 0.3889 1.2144 -7.3196 0.0 -0.7 -0.2 0.431
H 1.4021 -1.0346 -4.0723 -0.2 -0.4 -0.5 -0.461
H -0.3831 -1.4581 -4.1059 0.2 -0.1 0.0 -0.510
C -3.4482 2.6273 -7.2964 0.5 -0.6 -0.1 -0.987
C -3.2963 1.3952 -6.3554 1.6 -0.4 -1.6 0.414
C -4.6504 1.1205 -5.7286 -0.2 1.1 -0.6 -0.066
S -5.1493 2.7539 -5.1574 1.8 -0.4 -1.1 1.163
O -4.4608 2.9835 -3.9193 0.0 0.5 0.4 -0.599
O -6.5527 2.9507 -5.2564 -1.1 0.3 0.0 -0.798
C -4.2214 3.6610 -6.4944 -0.5 1.0 -0.5 -0.952
H -3.9636 2.2835 -8.2088 -0.3 0.3 0.5 0.410
H -2.4853 3.0151 -7.7141 -0.6 -0.3 0.8 0.347
H -2.4141 1.5661 -5.7259 -0.7 0.0 0.7 -0.549
H -2.9288 0.5843 -7.0033 -0.5 -0.2 0.3 0.427
H -4.7800 0.3860 -4.9577 0.3 -0.2 0.7 -0.522
H -5.3831 0.8972 -6.5013 0.0 -0.1 -0.3 0.569
H -3.5798 4.4547 -6.0431 -0.5 -0.8 -0.1 0.363
H -4.9344 4.1481 -7.1790 0.0 0.0 0.7 0.420